Entry 1:
The following is a DFT calculation (wB97M-V/def2-TZVPD) of C28H15F4MnN9 as an isolated structure.

Summary:
LUMO (spin up / spin down) in eV: -8.104 / -8.057
Total charge: +2
Multiplicity: 6

Cartesian coordinates (Å):
Mn -1.7204 0.7064 -0.1533
C -2.6972 -0.9220 -2.7939
N -1.5701 -0.1298 -2.3507
C -1.2630 1.0007 -3.2450
C -0.6296 2.1488 -2.4989
N -0.7256 2.2102 -1.1974
C -0.0645 3.4203 -0.8908
C 0.2249 4.0451 0.3196
C 0.9440 5.2529 0.2496
C 1.4007 5.8027 -0.9545
C 1.1769 5.1805 -2.1722
C 0.4005 4.0235 -2.0741
N -0.0850 3.1742 -3.0701
C -3.5248 -1.2265 -1.6003
N -3.4507 -0.6014 -0.4328
C -4.2784 -1.3237 0.4994
C -4.5526 -1.1249 1.8552
C -5.2565 -2.0813 2.5168
C -5.6953 -3.2514 1.8295
C -5.5245 -3.4067 0.4649
C -4.7965 -2.3882 -0.1922
N -4.3698 -2.2232 -1.5500
H -2.4135 -1.8602 -3.2742
H -3.2993 -0.2763 -3.4834
H -0.7263 -0.6440 -2.0761
H -2.2314 1.3727 -3.6106
H -0.6468 0.7335 -4.0854
H 0.0074 3.7191 1.3062
H 1.1554 5.7981 1.1308
H 1.9576 6.7172 -0.9309
H 1.5670 5.5792 -3.0934
H 0.1292 3.2850 -4.0470
H -4.1488 -0.2659 2.3767
H -5.5708 -1.8226 3.4945
H -6.3230 -3.9654 2.3639
H -5.8963 -4.2979 -0.0060
H -4.5099 -2.9011 -2.3521
F 1.5958 -1.0900 0.2310
C 2.7447 -1.2859 0.9407
C 3.7679 -1.9232 0.4263
F 3.6067 -2.4686 -0.7787
C 5.0871 -2.0189 1.1158
C 5.0800 -1.5712 2.4644
C 3.9976 -1.0032 3.0637
F 4.1131 -0.5616 4.3396
C 2.7662 -0.8752 2.3139
C 1.6231 -0.3678 2.8953
C 0.4821 -0.0314 2.0299
N -0.4724 0.2829 1.5013
C 1.5340 0.1776 4.2308
N 1.1765 0.6957 5.1981
F 6.2760 -1.6581 3.0765
C 6.0863 -2.7007 0.4815
C 7.2204 -3.0975 1.2722
N 8.1657 -3.5045 1.8437
C 6.0672 -3.0593 -0.8989
N 6.0890 -3.3970 -2.0188

Atoms 1-2, force components in eV/Å:
-0.8 -0.4 -0.1
-0.6 0.5 -0.1

Entry 2:
The following is a DFT calculation (wB97M-V/def2-TZVPD) of C28H17AsCl4N2O2PdS as an isolated structure.

Summary:
LUMO in eV: 4.260
Total charge: -2
Energy relative to the best compared isomer or geometry (same formula, charge and spin) in kJ/mol: 0.0

Cartesian coordinates (Å):
Pd 1.2975 -1.6381 0.2824
Cl 2.5498 3.9839 -4.1105
C 2.7004 3.0533 -2.6448
C 3.5953 3.4317 -1.6710
Cl 4.5908 4.8464 -1.8831
C 3.6931 2.6583 -0.5031
Cl 4.8263 3.1222 0.7432
C 2.9251 1.5092 -0.2535
O 3.0468 0.8294 0.8311
C 1.9703 1.1045 -1.2928
O 1.2085 0.0733 -1.1600
C 1.9133 1.9066 -2.4451
Cl 0.7915 1.4233 -3.6948
C -1.0257 3.7350 2.0315
C 0.1701 3.0412 1.9285
C 0.1706 1.6910 1.5911
C -1.0333 1.0437 1.3479
C -2.2349 1.7383 1.4530
C -2.2317 3.0815 1.7965
As -0.9405 -0.8364 0.8243
C -2.4652 -1.4870 1.8635
C -2.4821 -1.8111 3.2110
C -3.6525 -2.2763 3.7970
C -4.8018 -2.4277 3.0288
C -4.7886 -2.1147 1.6773
C -3.6204 -1.6401 1.0870
C -3.4579 -1.2613 -0.3337
C -4.4415 -1.3234 -1.3172
C -4.1353 -0.9355 -2.6137
C -2.8540 -0.4990 -2.9388
C -1.8620 -0.4447 -1.9684
C -2.1778 -0.8132 -0.6697
H -1.0236 4.7892 2.2849
H 1.1167 3.5424 2.0917
H 1.1152 1.1587 1.4978
H -3.1750 1.2327 1.2570
H -3.1683 3.6228 1.8710
H -1.5801 -1.7040 3.8026
H -3.6688 -2.5277 4.8509
H -5.7125 -2.7963 3.4865
H -5.6886 -2.2411 1.0865
H -5.4403 -1.6720 -1.0789
H -4.9006 -0.9799 -3.3804
H -2.6233 -0.2043 -3.9555
H -0.8505 -0.1263 -2.1981
S 2.5054 -3.3485 1.2675
C 3.1307 -2.5058 -0.1221
N 4.1140 -1.4804 0.0475
C 5.2279 -1.4505 -0.6752
C 5.4577 -2.3709 -1.6595
C 4.3158 -3.1596 -2.0070
N 3.2104 -3.2115 -1.3476
H 3.8012 -0.6227 0.5535
H 5.9017 -0.6277 -0.4604
H 6.3460 -2.3476 -2.2716
H 4.3448 -3.7329 -2.9353

Atoms 1-2, force components in eV/Å:
0.1 0.0 -0.1
0.0 0.0 0.0

Entry 3:
The following is a DFT calculation (wB97M-V/def2-TZVPD) of C28H18Cl2F3NO2PdSSb as an isolated structure.

Summary:
LUMO in eV: -12.981
Total charge: +3

Cartesian coordinates (Å):
Pd -0.4328 -1.9943 -0.1389
Cl 6.0570 -3.8148 3.3988
C 4.8321 -3.3435 2.4010
C 5.1055 -2.9295 1.0914
C 4.0645 -2.5544 0.2918
Cl 4.2917 -2.1149 -1.2921
C 2.6278 -2.5401 0.8092
O 1.7612 -2.1480 0.0580
C 2.4143 -3.0295 2.1950
C 1.0466 -3.1174 2.7958
O 0.0615 -2.7031 2.2430
C 3.4704 -3.4022 2.9316
H 6.1240 -2.9290 0.7234
H 1.0031 -3.5807 3.7935
H 3.3520 -3.7668 3.9466
S -4.7652 -2.7651 -0.0306
C -4.4490 -1.8561 -1.4397
C -3.1373 -1.5353 -1.5158
N -2.3921 -2.0173 -0.4596
C -3.1441 -2.6797 0.4042
H -5.2309 -1.6139 -2.1414
H -2.6663 -0.9841 -2.3150
H -2.7618 -3.1114 1.3179
F -1.0794 2.8752 -6.1818
C -0.9684 2.3422 -4.9783
C -1.0153 3.1788 -3.8721
C -0.9011 2.6191 -2.6127
C -0.7438 1.2365 -2.4862
C -0.6899 0.4136 -3.6090
C -0.8066 0.9684 -4.8713
Sb -0.5260 0.5238 -0.5406
C 1.2901 1.2205 0.2294
C 1.3150 2.0705 1.3357
C 2.5198 2.5838 1.7883
C 3.6815 2.2338 1.1195
F 4.8394 2.7131 1.5481
C 3.6803 1.4066 0.0028
C 2.4723 0.9002 -0.4405
C -2.0954 1.2172 0.6306
C -2.0617 1.0552 2.0182
C -3.1224 1.4880 2.7908
C -4.2123 2.0675 2.1540
F -5.2293 2.4792 2.8909
C -4.2764 2.2245 0.7781
C -3.2089 1.7884 0.0127
H -1.1387 4.2441 -4.0117
H -0.9348 3.2692 -1.7453
H -0.5506 -0.6577 -3.5145
H -0.7711 0.3639 -5.7671
H 0.4012 2.3550 1.8425
H 2.5697 3.2578 2.6327
H 4.6109 1.2182 -0.5167
H 2.4508 0.2924 -1.3387
H -1.2103 0.5934 2.5066
H -3.1258 1.3915 3.8678
H -5.1476 2.6853 0.3330
H -3.2478 1.9118 -1.0632

Atoms 1-2, force components in eV/Å:
0.3 0.4 -0.2
-0.1 0.0 -0.1

Entry 4:
The following is a DFT calculation (wB97M-V/def2-TZVPD) of C28H19AsCl3MnN6OS6 as an isolated structure.

Summary:
LUMO (spin up / spin down) in eV: 1.296 / 1.290
Total charge: -1
Multiplicity: 2

Cartesian coordinates (Å):
Mn -0.2938 -2.4732 -1.6582
S -5.1830 -1.8167 3.9383
N -4.8475 -0.8107 2.7194
C -3.8744 -1.3653 2.0196
C -3.2637 -0.8016 0.8215
C -3.6551 0.3898 0.2199
C -2.9976 0.7870 -0.9303
C -1.9903 -0.0123 -1.4566
N -1.6014 -1.1548 -0.8871
C -2.2332 -1.5359 0.2389
C -1.7966 -2.8177 0.7801
N -0.8242 -3.4219 0.0838
C -0.4255 -4.6368 0.4473
C -0.9613 -5.2700 1.5739
C -1.9362 -4.6417 2.3140
C -2.3808 -3.3805 1.9072
C -3.4376 -2.6193 2.5527
N -4.0911 -2.9711 3.6461
H -4.4663 0.9656 0.6433
H -3.2757 1.6960 -1.4456
H -1.4925 0.2349 -2.3859
H 0.3164 -5.0992 -0.1894
H -0.6169 -6.2623 1.8266
H -2.3790 -5.1070 3.1849
S -1.2794 -6.4966 -2.0478
As -0.7125 -4.9656 -3.4142
S 1.1209 -3.9550 -2.6224
S -1.9732 -3.1560 -3.0520
S -0.5613 -5.4674 -5.4499
Cl 3.7767 2.3061 -5.4455
C 3.4187 2.4050 -3.7518
C 2.1225 2.2032 -3.3085
C 1.8539 2.2936 -1.9536
C 2.8576 2.5682 -1.0288
C 2.5597 2.5646 0.4500
C 2.9391 1.2200 1.0865
N 2.5417 0.0952 0.2697
C 3.4038 -0.6248 -0.5318
C 2.6282 -1.4501 -1.2824
N 1.3076 -1.2469 -0.9567
C 1.2904 -0.3145 -0.0322
O 1.1778 2.8303 0.6445
C 0.9425 3.4875 1.8833
C -0.5214 3.6815 2.0815
C -1.3033 2.9158 2.8929
Cl -0.8120 1.5254 3.7755
S -2.9327 3.4350 2.9379
C -2.5801 4.7400 1.8875
C -1.2828 4.7335 1.4897
C 4.1447 2.7521 -1.5148
Cl 5.4627 3.0719 -0.4125
C 4.4423 2.6839 -2.8650
H 1.3393 1.9670 -4.0146
H 0.8452 2.1421 -1.5958
H 3.1537 3.3419 0.9430
H 2.4947 1.1440 2.0809
H 4.0216 1.1670 1.1933
H 4.4686 -0.4754 -0.4914
H 2.9040 -2.1778 -2.0268
H 0.4123 0.1027 0.4343
H 1.4485 4.4608 1.8793
H 1.3536 2.8995 2.7104
H -3.3606 5.4255 1.6014
H -0.8589 5.4563 0.8072
H 5.4530 2.8352 -3.2144

Atoms 1-2, force components in eV/Å:
0.1 0.1 0.3
0.0 0.1 0.1

Entry 5:
The following is a DFT calculation (wB97M-V/def2-TZVPD) of C28H20F15GeIN2PdSSe3 as an isolated structure.

Summary:
LUMO (spin up / spin down) in eV: -5.319 / -8.772
Total charge: +2
Energy relative to the best compared isomer or geometry (same formula, charge and spin) in kJ/mol: 143.2
Multiplicity: 5

Cartesian coordinates (Å):
Pd 11.2255 -12.0557 -5.8168
C 13.0203 -14.9182 -7.2640
Se 12.0477 -13.3702 -7.9539
C 13.6129 -12.2094 -8.1465
C 14.2473 -11.6542 -6.8875
Se 13.2113 -10.9082 -5.2871
C 12.9038 -9.1655 -6.2428
H 13.9925 -14.9528 -7.6975
H 12.4677 -15.8136 -7.6144
H 13.0983 -14.9211 -6.1942
H 13.1846 -11.3350 -8.7383
H 14.3381 -12.7964 -8.7056
H 14.8606 -10.7586 -7.0826
H 14.8135 -12.3690 -6.3441
H 13.8946 -8.6410 -6.2302
H 12.1663 -8.5250 -5.6738
H 12.6574 -9.2549 -7.3004
C 6.2730 -11.3284 -4.0940
N 6.7019 -12.6863 -3.9522
C 6.3175 -13.6091 -3.0428
C 7.0189 -14.7769 -3.2733
N 7.8831 -14.5608 -4.2857
C 8.9651 -15.4975 -4.6298
C 7.7908 -13.2206 -4.7589
Se 9.5939 -12.3785 -4.1578
H 6.6828 -10.8524 -5.0175
H 6.6182 -10.7762 -3.2093
H 5.2177 -11.2777 -4.2262
H 5.5286 -13.3663 -2.3447
H 6.9565 -15.7138 -2.7239
H 9.2084 -15.5049 -5.7017
H 8.7070 -16.5225 -4.3075
H 9.8450 -15.1701 -4.0986
F 7.5873 -16.1074 -12.6645
C 6.9629 -16.5789 -11.5638
C 7.6361 -16.9889 -10.4308
C 6.8657 -17.5805 -9.4389
F 7.3738 -18.2466 -8.3453
C 5.4614 -17.6858 -9.4836
F 4.7489 -18.4097 -8.5671
C 4.8035 -17.0506 -10.5254
F 3.4515 -17.0877 -10.5899
C 5.5720 -16.4775 -11.5586
F 4.8593 -15.8864 -12.5369
Ge 9.5971 -16.8664 -10.2021
S 9.6384 -15.5159 -8.4413
C 10.6210 -16.0696 -11.7438
C 11.2762 -16.8855 -12.6851
F 10.9580 -18.2408 -12.7095
C 12.2048 -16.4806 -13.7188
F 12.9904 -17.4169 -14.3405
C 12.4874 -15.1426 -13.8906
F 13.4038 -14.5577 -14.7453
C 11.7573 -14.2357 -13.0729
F 12.0458 -12.9204 -13.2252
C 10.8677 -14.7226 -12.0772
F 10.3020 -13.7692 -11.2733
C 10.3107 -18.6874 -9.8668
C 11.5641 -18.8819 -9.3591
F 12.4600 -17.7989 -9.0723
C 12.1091 -20.1477 -9.0924
F 13.3366 -20.3070 -8.5744
C 11.3199 -21.3054 -9.2181
F 11.8618 -22.4867 -8.8096
C 10.0386 -21.1068 -9.8019
F 9.2226 -22.1616 -9.8502
C 9.5812 -19.8381 -10.1155
F 8.3004 -19.7961 -10.6542
I 5.8400 -14.0071 -6.8205
C 7.6688 -12.9600 -6.2393
H 8.4451 -13.5339 -6.7783
H 7.7598 -11.9074 -6.5248

Atoms 1-2, force components in eV/Å:
-1.1 -0.8 -1.6
-1.2 -0.9 -0.3

Entry 6:
The following is a DFT calculation (wB97M-V/def2-TZVPD) of C28H20F5N6O3ReS as an isolated structure.

Summary:
LUMO (spin up / spin down) in eV: -3.338 / -4.146
Total charge: +1
Energy relative to the best compared isomer or geometry (same formula, charge and spin) in kJ/mol: 0.0
Multiplicity: 4

Cartesian coordinates (Å):
Re 0.5208 -0.2905 0.1783
O -3.5234 -0.3912 0.9776
C -2.3418 -0.1468 0.8511
N -1.3063 -1.0041 0.6332
C -1.4613 -2.4090 0.4602
C -2.6329 -3.1174 0.6888
C -2.6367 -4.4945 0.5134
C -1.4890 -5.1584 0.1183
C -0.3098 -4.4624 -0.1106
C -0.2928 -3.0846 0.0587
N 0.8468 -2.2505 -0.1129
C 2.0568 -2.6815 -0.5812
O 2.3868 -3.8040 -0.8954
C 3.0481 -1.5473 -0.6901
C 4.3569 -1.7863 -1.0591
C 5.2342 -0.7171 -1.1257
C 4.7758 0.5565 -0.8159
C 3.4536 0.7186 -0.4568
N 2.6050 -0.3132 -0.4051
C -1.8672 1.2851 0.9506
C -2.7289 2.2943 1.3354
C -2.2304 3.5819 1.4594
C -0.8861 3.8181 1.2026
C -0.0863 2.7630 0.8123
N -0.5740 1.5247 0.6679
H -3.5238 -2.5996 1.0002
H -3.5487 -5.0471 0.6938
H -1.5007 -6.2322 -0.0105
H 0.5858 -4.9783 -0.4114
H 4.6492 -2.8038 -1.2760
H 6.2666 -0.8723 -1.4081
H 5.4318 1.4143 -0.8439
H 3.0548 1.6892 -0.1929
H -3.7583 2.0367 1.5413
H -2.8777 4.3917 1.7683
H -0.4550 4.8020 1.3169
H 0.9696 2.8934 0.6206
C 0.2428 0.3806 -5.2530
N -0.3363 1.2809 -4.2745
C -1.0360 2.5005 -4.6831
C -1.4764 3.1141 -3.3427
N -1.1269 2.0591 -2.3908
C -0.5078 1.0291 -2.9822
S -0.0568 -0.4487 -2.2591
H 0.7961 0.9638 -5.9869
H -0.5364 -0.1896 -5.7616
H 0.9192 -0.3077 -4.7542
H -1.8806 2.2447 -5.3260
H -0.3627 3.1505 -5.2395
H -2.5439 3.3228 -3.3169
H -0.9344 4.0313 -3.1147
H -1.5449 1.9632 -1.4830
F -1.2424 0.2148 6.8057
C -0.6297 0.1622 5.6284
C -0.5738 -1.0285 4.9238
F -1.1377 -2.1218 5.4240
C 0.0678 -1.0785 3.6982
F 0.1223 -2.2288 3.0250
C 0.6605 0.0518 3.1442
O 1.2903 0.0230 1.9610
C 0.5912 1.2376 3.8721
F 1.1552 2.3471 3.3670
C -0.0406 1.2994 5.0992
F -0.0897 2.4496 5.7665

Atoms 1-2, force components in eV/Å:
-0.2 0.0 -0.5
0.0 0.0 0.0

Entry 7:
The following is a DFT calculation (wB97M-V/def2-TZVPD) of C28H21Br4IN6NaO4P as an isolated structure.

Summary:
LUMO in eV: 3.471
Total charge: -2
Energy relative to the best compared isomer or geometry (same formula, charge and spin) in kJ/mol: 136.5

Cartesian coordinates (Å):
Na -0.0937 0.0414 0.2166
Br 0.5521 4.6858 5.4000
C 0.9109 3.2981 4.1541
C 2.1897 2.8082 3.9892
Br 3.6292 3.5167 5.0125
C 2.4205 1.7709 3.0733
Br 4.1692 1.0704 2.8002
C 1.4143 1.1915 2.2726
O 1.6460 0.2638 1.4301
C 0.0389 1.7059 2.4624
O -0.9275 1.2127 1.7730
C -0.1349 2.7330 3.4001
Br -1.9229 3.3644 3.5868
N -0.7772 -1.2584 3.2972
C -1.3680 -1.1017 2.2799
H -0.1893 -0.5918 3.7929
I -4.5261 6.5459 -1.0650
C -2.9330 5.1936 -1.2999
C -2.8312 4.1077 -0.4470
C -1.8149 3.1829 -0.6473
C -0.9012 3.3566 -1.6808
C -0.9954 4.4833 -2.4895
C -2.0191 5.4031 -2.3183
C 0.1867 2.3256 -1.9763
O 1.2735 2.7707 -2.3578
O -0.1017 1.0970 -1.7908
H -3.5309 3.9716 0.3668
H -1.7238 2.3349 0.0241
H -0.2490 4.6248 -3.2617
H -2.1075 6.2631 -2.9703
C -1.2050 -1.4100 -3.2724
P -2.2635 -0.8393 -1.8764
C -3.3803 0.3105 -2.7478
C -2.9525 1.1005 -3.8093
C -3.7995 2.0469 -4.3682
C -5.0805 2.2244 -3.8715
C -5.5141 1.4488 -2.8054
C -4.6693 0.5040 -2.2479
C -3.3904 -2.3004 -1.8021
C -4.2250 -2.7126 -2.8408
C -5.0034 -3.8526 -2.7155
C -4.9579 -4.6010 -1.5440
C -4.1357 -4.1991 -0.5028
C -3.3590 -3.0527 -0.6304
H -0.4131 -0.6767 -3.4169
H -1.7791 -1.5476 -4.1920
H -0.7603 -2.3633 -2.9820
H -1.9384 1.0051 -4.1764
H -3.4405 2.6710 -5.1768
H -5.7291 2.9826 -4.2918
H -6.5054 1.5967 -2.3931
H -5.0088 -0.0859 -1.4035
H -4.2732 -2.1239 -3.7507
H -5.6508 -4.1579 -3.5298
H -5.5692 -5.4905 -1.4441
H -4.1016 -4.7710 0.4168
H -2.7269 -2.7235 0.1879
N 2.4055 -4.6993 -2.0697
N 2.0049 -3.4263 -1.6775
N 2.6594 -2.3386 -2.0139
C 1.9334 -1.4082 -1.4050
N 0.9035 -1.9427 -0.7286
N 0.9584 -3.2311 -0.9175
H 2.2621 -4.7668 -3.0729
H 1.7491 -5.3272 -1.6166
H 2.1296 -0.3491 -1.4499

Atoms 1-2, force components in eV/Å:
-0.4 -0.3 -0.7
0.0 0.0 0.0

Entry 8:
The following is a DFT calculation (wB97M-V/def2-TZVPD) of C28H21N6O4Pt as an isolated structure.

Summary:
LUMO in eV: -4.842
Total charge: +1
Energy relative to the best compared isomer or geometry (same formula, charge and spin) in kJ/mol: 0.0

Cartesian coordinates (Å):
Pt -0.9573 0.2631 -0.8306
C -0.9798 -4.7138 0.8044
O -2.0568 -3.7711 1.1415
C -1.8337 -2.6555 0.4993
N -0.7847 -2.6467 -0.2470
C -0.0658 -3.9405 -0.1693
C 1.3578 -3.7842 0.2974
C 1.7220 -2.8014 1.2079
C 3.0430 -2.6951 1.6181
C 3.9946 -3.5793 1.1326
C 3.6302 -4.5643 0.2253
C 2.3150 -4.6616 -0.1989
C -2.8167 -1.5737 0.7231
C -3.9566 -1.8638 1.4619
C -4.8612 -0.8559 1.7452
C -4.5760 0.4271 1.3120
C -3.4222 0.6403 0.5821
N -2.5608 -0.3447 0.2535
C -2.9882 1.9768 0.1463
N -1.8980 2.1066 -0.4970
C -1.6749 3.5378 -0.7642
C -2.8837 4.1836 -0.0327
O -3.6886 3.0483 0.4478
C -0.3420 4.0548 -0.2850
C 0.1170 5.2584 -0.8115
C 1.3145 5.7993 -0.3716
C 2.0663 5.1303 0.5851
C 1.6160 3.9251 1.1019
C 0.4080 3.3921 0.6753
H -1.4545 -5.5868 0.3664
H -0.4793 -4.9725 1.7328
H -0.0755 -4.3787 -1.1663
H 1.0023 -2.0796 1.5788
H 3.3232 -1.8988 2.2936
H 5.0259 -3.4879 1.4451
H 4.3746 -5.2422 -0.1694
H 2.0375 -5.4086 -0.9338
H -4.1139 -2.8735 1.8095
H -5.7576 -1.0635 2.3118
H -5.2194 1.2672 1.5330
H -1.7488 3.6841 -1.8433
H -3.5228 4.7802 -0.6762
H -2.5801 4.7539 0.8414
H -0.4559 5.7690 -1.5783
H 1.6674 6.7340 -0.7862
H 3.0095 5.5434 0.9170
H 2.2085 3.3767 1.8219
H 0.0868 2.4393 1.0768
O 0.4829 -1.9631 -2.0002
C -0.2605 -1.5303 -1.1847
N 1.7305 0.4446 -3.4807
C 1.6469 0.6212 -2.1581
O 0.5698 1.1939 -1.6809
C 2.6720 0.2801 -1.2830
C 2.4109 0.4222 0.1025
N 2.1250 0.5479 1.2140
C 3.8569 -0.3387 -1.7552
N 4.7824 -0.8784 -2.1800
H 0.9157 0.6179 -4.0410
H 2.5017 -0.0648 -3.8798

Atoms 1-2, force components in eV/Å:
0.1 -0.1 0.3
0.0 0.0 0.0